# 1
Density functional theory data (wB97M-V/def2-TZVPD) for one molecule with the formula C11H7NO4 at a distorted geometry.

XYZ file:
```
23
C11H7NO4, DFT wB97M-V/def2-TZVPD
O 2.944 -2.515 0.477
N 2.024 -2.955 -0.084
O 1.007 -3.287 0.831
C -0.265 -3.078 0.196
C -0.457 -1.601 -0.113
C -0.974 -1.154 -1.290
C -1.126 0.189 -1.564
C -0.722 1.067 -0.609
C -0.179 0.644 0.597
C -0.053 -0.687 0.845
C 0.277 1.702 1.576
O 0.186 1.574 2.781
C 0.848 2.930 0.916
C 0.323 3.335 -0.230
C -0.819 2.560 -0.833
O -1.743 3.092 -1.410
H -1.056 -3.451 0.843
H -0.242 -3.621 -0.756
H -1.259 -1.886 -2.042
H -1.524 0.510 -2.517
H 0.388 -1.035 1.773
H 1.680 3.471 1.354
H 0.742 4.199 -0.738
```

Calculated values
multiplicity = 1
HOMO = -9.975 eV
charge = 0
energy = -21196.914 eV
SMILES string = O=NOCc1ccc2c(c1)C(=O)C=CC2=O

# 2
Density functional theory data (wB97M-V/def2-TZVPD) for one molecule with the formula C11H8Br2O2 at a distorted geometry.

XYZ file:
```
23
C11H8Br2O2, DFT wB97M-V/def2-TZVPD
C -0.397 -1.148 -1.782
C -1.209 -1.393 -0.760
O -1.919 -2.549 -0.722
C -2.790 -2.511 0.398
C -2.547 -1.440 1.127
C -1.501 -0.652 0.471
C -0.900 0.529 1.015
Br -1.517 1.490 2.376
C 0.254 1.278 0.017
O 0.027 2.463 -0.565
C 1.253 2.888 -1.060
C 2.225 2.042 -0.671
C 1.606 0.995 0.045
C 2.194 -0.222 0.698
Br 2.180 0.057 2.671
H -0.129 -1.707 -2.616
H 0.097 -0.273 -1.620
H -3.509 -3.281 0.656
H -2.894 -1.292 2.157
H 1.334 3.853 -1.644
H 3.238 2.252 -0.976
H 3.320 -0.298 0.406
H 1.584 -1.078 0.377
```

Calculated values
multiplicity = 1
HOMO = -7.838 eV
charge = 0
energy = -155712.643 eV
SMILES string = C=c1occ/c1=C(\Br)c1occc1CBr

# 3
Density functional theory data (wB97M-V/def2-TZVPD) for C11H8F3N3O4S2SbScSe4 as an isolated structure at a distorted geometry.

XYZ file:
```
37
C11H8F3N3O4S2SbScSe4, DFT wB97M-V/def2-TZVPD
Sc 0.016 1.023 0.470
Se -2.784 -2.199 2.403
Sb -0.511 -1.861 1.617
Se 0.341 0.235 2.852
Se -0.562 -1.168 -0.807
Se 1.193 -3.602 1.892
F -4.392 2.756 -0.824
C -3.671 1.619 -1.039
F -4.317 0.617 -0.450
F -3.673 1.405 -2.364
C -2.247 1.825 -0.490
O -1.364 2.281 -1.229
O -2.062 1.579 0.731
N 6.610 3.404 3.911
C 5.610 3.244 2.939
C 5.653 3.982 1.758
C 4.653 3.839 0.809
C 3.602 2.972 1.047
C 3.548 2.229 2.223
C 4.547 2.371 3.164
S 2.341 2.708 -0.168
O 1.044 3.068 0.438
O 2.758 3.446 -1.333
N 2.146 1.152 -0.346
C 3.197 0.362 -0.771
S 4.611 0.958 -1.601
C 5.231 -0.646 -1.634
C 4.333 -1.490 -1.065
N 3.194 -0.920 -0.576
H 7.502 3.675 3.526
H 6.708 2.606 4.521
H 6.479 4.661 1.579
H 4.687 4.388 -0.122
H 2.731 1.529 2.373
H 4.514 1.786 4.076
H 6.188 -0.892 -2.062
H 4.469 -2.557 -0.961
```

Calculated values
multiplicity = 1
HOMO = -1.461 eV
charge = -2
energy = -342652.603 eV

# 4
Density functional theory data (wB97M-V/def2-TZVPD) for a 2-piece molecular cluster, C11H8FN2O overall at a distorted geometry.

XYZ file:
```
23
C11H8FN2O, DFT wB97M-V/def2-TZVPD
C -1.831 -1.913 0.233
C -2.513 -0.881 -0.420
C -0.502 -1.833 0.495
C -1.879 0.268 -0.684
C 2.892 1.621 0.290
C 0.173 -0.609 0.240
C -0.557 0.465 -0.338
C 3.440 0.623 0.994
C 1.410 -0.008 0.635
C 6.791 -0.768 0.076
C 0.257 1.707 -0.389
N 1.526 1.271 0.153
N 2.576 -0.458 1.074
O 5.972 -0.134 0.584
F 6.851 -1.459 -0.999
H -2.245 -2.870 0.573
H -3.514 -0.812 -0.676
H -0.074 -2.573 0.980
H -2.475 1.183 -1.114
H 3.189 2.562 -0.111
H 0.527 2.213 -1.273
H -0.005 2.630 0.131
H 2.983 -1.309 1.416
```

Calculated values
multiplicity = 1
HOMO (alpha / beta) = -12.814 / -12.478 eV
charge = +1
energy = -19269.733 eV

# 5
Density functional theory data (wB97M-V/def2-TZVPD) for C11H8MoNO7S3 as an isolated structure.

XYZ file:
```
31
C11H8MoNO7S3, DFT wB97M-V/def2-TZVPD
Mo 1.067 0.706 0.884
O -0.937 0.898 1.101
N -1.503 1.854 1.855
C -2.820 1.699 2.116
C -3.477 2.635 2.860
C -2.762 3.738 3.336
C -1.425 3.865 3.054
C -0.764 2.895 2.291
S 0.904 2.982 1.889
H -3.260 0.810 1.691
H -4.529 2.505 3.065
H -3.261 4.492 3.929
H -0.849 4.707 3.410
O 4.002 -1.199 0.033
S 3.990 -0.487 1.263
O 3.087 0.733 1.198
O 1.054 -0.710 -0.372
C 1.050 -2.070 -0.447
C 1.350 -2.709 -1.638
C 1.384 -4.095 -1.652
C 1.121 -4.826 -0.501
C 0.811 -4.187 0.692
C 0.783 -2.810 0.705
S 1.396 -1.470 2.944
O 2.774 -1.640 2.343
O 0.991 0.007 2.760
O 0.387 -2.085 1.828
H 1.565 -2.123 -2.520
H 1.621 -4.611 -2.572
H 1.152 -5.907 -0.532
H 0.583 -4.743 1.591
```

Calculated values
multiplicity = 3
HOMO (alpha / beta) = -11.797 / -12.239 eV
expectation value of S² = 2.031
charge = +1
energy = -61713.046 eV

# 6
Density functional theory data (wB97M-V/def2-TZVPD) for one molecule with the formula C11H8N2 at a distorted geometry.

XYZ file:
```
21
C11H8N2, DFT wB97M-V/def2-TZVPD
C -0.217 -0.122 -0.071
C 0.973 -0.094 0.057
N 2.333 -0.042 -0.004
C 3.202 -0.619 0.915
C 4.491 -0.355 0.503
N 4.439 0.486 -0.569
C 3.195 0.615 -0.890
C -1.672 -0.009 -0.065
C -2.332 1.165 0.255
C -3.743 1.195 0.378
C -4.461 0.039 0.107
C -3.807 -1.112 -0.327
C -2.437 -1.161 -0.351
H 2.757 -1.182 1.760
H 5.416 -0.494 1.017
H 2.854 1.190 -1.740
H -1.740 2.054 0.444
H -4.203 2.117 0.695
H -5.515 0.062 0.129
H -4.239 -2.109 -0.573
H -1.895 -1.998 -0.791
```

Calculated values
multiplicity = 1
HOMO = -8.934 eV
charge = 0
energy = -14514.448 eV
SMILES string = C(#Cn1ccnc1)c1ccccc1

# 7
Density functional theory data (wB97M-V/def2-TZVPD) for one molecule with the formula C11H8O at a distorted geometry.

XYZ file:
```
20
C11H8O, DFT wB97M-V/def2-TZVPD
C 1.208 1.109 0.755
C 2.008 1.644 -0.106
C 2.490 0.208 -0.167
C 2.166 -0.574 -1.220
C 0.885 -0.916 -1.616
C -1.537 -1.262 -1.485
C -2.539 -0.973 -0.626
C -0.055 0.819 1.180
C -0.333 -0.661 -0.985
C -0.686 -0.081 0.294
C -0.778 1.406 2.321
O -2.078 -0.257 0.434
H 3.377 -0.007 0.407
H 2.965 -1.057 -1.700
H 0.874 -1.570 -2.438
H -1.632 -1.900 -2.289
H -3.647 -1.017 -0.737
H -0.403 2.457 2.338
H -0.460 1.099 3.280
H -1.825 1.532 2.359
```

Calculated values
multiplicity = 1
HOMO (alpha / beta) = -7.426 / -7.424 eV
charge = 0
energy = -13577.732 eV

# 8
Density functional theory data (wB97M-V/def2-TZVPD) for a 2-piece molecular cluster, C11H8S2 overall at a distorted geometry.

XYZ file:
```
21
C11H8S2, DFT wB97M-V/def2-TZVPD
C -2.316 -0.351 2.944
C -1.350 -0.446 2.237
C -1.255 2.105 -0.137
C 2.635 -0.634 0.304
C -2.113 2.441 -1.070
C 3.459 -1.575 -0.232
C -1.250 0.232 -1.512
C 1.057 -2.052 -0.687
C -0.734 0.794 -0.388
C 1.201 -0.874 0.007
C 0.286 0.174 0.413
S -2.376 1.270 -2.300
S 2.499 -2.931 -0.885
H -3.240 -0.527 3.432
H -1.128 2.789 0.620
H 2.874 0.375 0.755
H -2.698 3.443 -1.348
H 4.545 -1.672 -0.201
H -1.094 -0.810 -1.931
H 0.243 -2.476 -1.132
H 0.757 0.722 1.108
```

Calculated values
multiplicity = 1
HOMO = -8.574 eV
charge = 0
energy = -33200.208 eV

# 9
Density functional theory data (wB97M-V/def2-TZVPD) for C11H9AsBF6NO2PPdS5 as an isolated structure at a distorted geometry.

XYZ file:
```
38
C11H9AsBF6NO2PPdS5, DFT wB97M-V/def2-TZVPD
Pd -1.148 1.005 -1.004
S -2.723 4.109 -4.308
As -1.224 3.306 -3.030
S -0.892 1.136 -3.448
S -1.892 3.234 -0.922
S 0.633 4.354 -3.224
O 0.547 -0.123 0.748
B 0.381 1.302 0.479
O -0.063 1.924 1.681
C -0.235 0.924 2.584
C -0.662 1.027 3.886
C -0.750 -0.158 4.625
C -0.425 -1.383 4.061
C 0.018 -1.474 2.736
C 0.113 -0.302 2.029
H -0.929 1.988 4.305
H -1.081 -0.116 5.656
H -0.523 -2.286 4.652
H 0.246 -2.421 2.265
F -1.456 -1.438 -0.933
P -3.001 -1.468 -0.309
F -2.603 -0.211 0.680
F -2.483 -2.498 0.819
F -3.355 -2.695 -1.295
F -3.463 -0.426 -1.420
F -4.485 -1.500 0.313
S 1.825 2.146 -0.490
C 2.395 0.682 -1.242
N 1.748 0.279 -2.339
C 1.893 -0.923 -2.877
C 2.875 -1.770 -2.413
C 3.679 -1.337 -1.366
C 3.428 -0.128 -0.757
H 0.956 0.926 -2.727
H 1.206 -1.162 -3.679
H 2.998 -2.748 -2.854
H 4.479 -1.971 -1.001
H 3.972 0.198 0.117
```

Calculated values
multiplicity = 2
HOMO (alpha / beta) = -1.100 / -1.094 eV
expectation value of S² = 0.756
charge = -2
energy = -161915.234 eV